Record 1
{
  "formula": "C21H23BF7I2N2O5S",
  "method": "ωB97M-V/def2-TZVPD",
  "species": ["C", "C", "I", "C", "I", "N", "C", "B", "O", "N", "C", "C", "C", "O", "O", "S", "O", "O", "C", "F", "F", "C", "F", "F", "F", "H", "H", "H", "H", "H", "H", "H", "H", "H", "H", "H", "H", "H", "F", "C", "C", "C", "C", "C", "C", "H", "H", "H", "H", "H", "F", "C", "C", "C", "C", "C", "C", "H", "H", "H", "H", "H"],
  "xyz": [[4.619, 1.161, -2.377], [4.423, 0.847, -0.886], [6.256, 0.002, -0.096], [3.279, -0.118, -0.540], [2.882, 0.077, 1.628], [2.078, 0.178, -1.240], [1.259, -0.882, -1.749], [-0.153, -0.304, -2.267], [-1.053, -1.197, -2.819], [-0.386, 1.127, -2.177], [-0.578, 1.626, -0.793], [-1.426, 1.600, -3.087], [0.796, -1.844, -0.608], [1.440, -2.872, -0.396], [-0.230, -1.360, -0.052], [2.119, -1.649, -3.178], [3.557, -1.605, -3.056], [1.518, -1.049, -4.349], [1.709, -3.483, -3.333], [1.693, -3.689, -4.657], [0.501, -3.743, -2.881], [2.761, -4.497, -2.734], [3.588, -4.888, -3.722], [3.511, -4.024, -1.754], [2.113, -5.581, -2.297], [3.782, 0.818, -2.984], [4.707, 2.240, -2.511], [5.517, 0.704, -2.783], [4.321, 1.757, -0.304], [3.567, -1.159, -0.647], [2.140, 0.955, -1.884], [-1.792, -1.355, -2.225], [0.376, 1.923, -0.357], [-1.007, 0.858, -0.146], [-1.243, 2.488, -0.826], [-2.444, 1.376, -2.738], [-1.289, 1.153, -4.070], [-1.340, 2.686, -3.196], [-0.771, 4.316, 0.793], [-1.764, 4.307, 1.701], [-1.539, 3.697, 2.919], [-2.568, 3.682, 3.848], [-3.793, 4.266, 3.552], [-3.991, 4.867, 2.316], [-2.971, 4.892, 1.375], [-0.582, 3.234, 3.118], [-2.412, 3.205, 4.806], [-4.593, 4.246, 4.280], [-4.947, 5.316, 2.078], [-3.101, 5.352, 0.405], [-1.422, -0.042, 2.953], [-1.894, -1.268, 3.259], [-2.960, -1.351, 4.135], [-3.457, -2.606, 4.460], [-2.885, -3.745, 3.912], [-1.813, -3.626, 3.036], [-1.302, -2.382, 2.695], [-3.386, -0.446, 4.548], [-4.295, -2.690, 5.141], [-3.275, -4.723, 4.166], [-1.363, -4.511, 2.604], [-0.487, -2.268, 1.991]],
  "forces_ev_per_angstrom": [[-0.060, 0.278, -0.026], [0.219, -0.262, 0.047], [-0.031, 0.105, 0.017], [-0.222, 0.171, -0.153], [0.023, -0.037, 0.160], [0.603, -0.320, -0.485], [-0.290, 0.087, 0.262], [0.191, 0.179, 0.269], [0.189, -0.042, -0.304], [-0.601, -0.550, 0.056], [0.290, 0.127, -0.228], [0.045, 0.168, 0.111], [-0.176, 0.259, 0.073], [-0.104, 0.030, 0.100], [0.406, -0.395, -0.285], [-0.088, 0.009, -0.082], [-0.016, -0.017, 0.048], [0.084, -0.075, 0.037], [0.548, 0.171, 0.089], [0.021, -0.123, -0.498], [-0.595, -0.112, 0.356], [0.154, 0.130, -0.027], [-0.045, 0.018, 0.139], [-0.147, -0.068, -0.083], [0.001, -0.017, -0.010], [0.088, -0.027, 0.024], [0.060, -0.009, 0.031], [-0.083, -0.099, -0.024], [-0.089, 0.013, -0.056], [-0.053, -0.019, 0.114], [-0.191, 0.180, 0.212], [-0.049, 0.077, -0.022], [-0.070, 0.052, 0.066], [-0.035, 0.064, 0.033], [0.088, 0.031, -0.012], [0.001, -0.024, -0.026], [-0.041, -0.029, 0.019], [-0.033, -0.015, 0.017], [0.017, 0.145, 0.008], [-0.002, -0.095, 0.042], [0.013, -0.022, 0.014], [-0.017, 0.015, -0.002], [0.007, -0.001, -0.003], [0.003, -0.009, 0.014], [-0.008, 0.037, -0.009], [-0.003, -0.017, -0.021], [0.004, -0.017, -0.006], [-0.003, 0.000, 0.000], [-0.001, 0.006, -0.002], [0.008, -0.015, -0.008], [0.015, 0.008, 0.004], [-0.023, -0.043, 0.019], [-0.026, 0.008, 0.021], [0.003, -0.005, -0.005], [0.012, -0.004, -0.008], [-0.017, -0.010, 0.029], [0.061, 0.035, 0.040], [0.006, 0.012, -0.019], [0.001, 0.004, 0.006], [0.003, -0.003, -0.002], [0.000, 0.002, -0.015], [-0.046, 0.059, -0.058]],
  "nbo_charge": [-0.653, -0.314, 0.057, -0.098, -0.018, -0.642, -0.560, 1.225, -0.953, -0.771, -0.412, -0.396, 0.802, -0.723, -0.760, 2.064, -0.946, -0.926, 0.401, -0.311, -0.286, 0.926, -0.321, -0.283, -0.310, 0.231, 0.209, 0.234, 0.225, 0.245, 0.395, 0.511, 0.209, 0.222, 0.183, 0.162, 0.209, 0.182, -0.322, 0.404, -0.275, -0.186, -0.239, -0.195, -0.291, 0.242, 0.216, 0.210, 0.210, 0.226, -0.327, 0.401, -0.298, -0.210, -0.248, -0.181, -0.274, 0.217, 0.203, 0.204, 0.216, 0.288],
  "max_force_ev_per_a": 0.8,
  "mol_weight_g_mol": 813.10,
  "e_tot_ev": -82106.6436,
  "homo_energy_ev": -5.8,
  "charge": -1,
  "homo_lumo_gap_ev": 8.13,
  "lumo_ev": 2.3
}

---

Record 2
{
  "formula": "C21H23BNO5",
  "method": "ωB97M-V/def2-TZVPD",
  "species": ["C", "C", "C", "C", "C", "B", "N", "C", "C", "C", "O", "O", "C", "C", "O", "O", "O", "H", "H", "H", "H", "H", "H", "H", "H", "H", "H", "H", "H", "C", "C", "C", "C", "C", "C", "C", "C", "C", "C", "C", "H", "H", "H", "H", "H", "H", "H", "H", "H", "H", "H"],
  "xyz": [[3.963, -1.768, 5.092], [3.982, -1.325, 3.707], [5.000, -1.302, 2.782], [4.411, -0.821, 1.579], [3.067, -0.600, 1.815], [1.872, -0.162, 0.861], [0.928, -1.373, 0.273], [1.561, -2.706, 0.184], [-0.294, -1.345, 1.130], [-0.380, 0.106, 1.579], [-1.406, 0.681, 1.895], [0.849, 0.690, 1.535], [0.599, -0.890, -1.116], [1.642, 0.154, -1.462], [1.773, 0.646, -2.572], [2.369, 0.511, -0.382], [2.810, -0.894, 3.140], [4.946, -2.177, 5.340], [3.778, -0.938, 5.782], [3.225, -2.561, 5.250], [6.031, -1.609, 2.934], [4.929, -0.645, 0.640], [0.863, -3.378, -0.337], [2.498, -2.630, -0.387], [1.754, -3.098, 1.191], [-1.185, -1.623, 0.550], [-0.198, -2.022, 1.994], [0.638, -1.717, -1.837], [-0.410, -0.443, -1.158], [-1.252, 2.109, -3.032], [-0.608, 3.548, -3.035], [-1.239, 4.213, -1.847], [-2.129, 3.372, -1.211], [-2.187, 2.112, -1.862], [-3.096, 1.043, -1.552], [-3.867, 1.068, -0.358], [-4.774, 0.060, -0.070], [-4.930, -1.015, -0.955], [-4.186, -1.070, -2.141], [-3.274, -0.060, -2.436], [-1.775, 1.912, -3.979], [-0.466, 1.343, -2.948], [0.486, 3.476, -2.964], [-0.841, 4.060, -3.981], [-1.013, 5.240, -1.560], [-2.724, 3.622, -0.329], [-3.720, 1.895, 0.339], [-5.360, 0.105, 0.851], [-5.642, -1.809, -0.727], [-4.311, -1.898, -2.837], [-2.710, -0.085, -3.367]],
  "forces_ev_per_angstrom": [[0.124, -0.206, 0.980], [0.502, 0.164, -1.521], [-0.857, 0.092, 0.474], [-0.822, 0.172, -0.304], [0.826, -0.079, -0.419], [0.857, 0.936, 0.622], [-0.679, -0.079, -0.505], [-0.033, -0.487, 0.062], [-0.087, -0.107, -0.186], [0.207, 1.677, 0.420], [1.225, -0.862, -0.416], [-1.547, -1.186, -0.351], [0.020, -0.223, 0.106], [1.169, 1.557, -0.237], [-0.455, -0.744, 1.405], [-1.205, -1.162, -0.797], [0.515, -0.358, -0.090], [-0.138, 0.038, -0.021], [-0.155, -0.181, -0.049], [0.011, 0.201, 0.080], [-0.324, 0.143, 0.066], [-0.231, -0.046, 0.176], [0.270, 0.109, 0.165], [-0.278, 0.003, 0.294], [0.098, 0.263, -0.341], [0.241, -0.005, 0.258], [0.140, 0.309, -0.292], [-0.043, 0.230, 0.223], [0.429, -0.127, 0.133], [0.440, 0.911, -0.048], [-0.546, -0.973, 0.177], [-0.210, -1.003, -0.289], [0.351, 0.394, 0.222], [-0.243, 0.199, -0.582], [-0.280, -0.509, 0.257], [0.191, 0.212, -0.148], [0.017, -0.037, 0.060], [0.139, 0.261, -0.055], [0.353, 0.324, -0.015], [-0.064, 0.160, 0.242], [0.008, -0.011, 0.302], [-0.176, 0.080, 0.066], [-0.193, 0.216, 0.087], [0.095, 0.108, 0.332], [-0.144, -0.294, 0.018], [0.334, 0.025, -0.398], [-0.140, -0.387, -0.118], [0.255, -0.041, -0.363], [0.182, 0.227, -0.050], [-0.015, 0.195, 0.184], [-0.136, -0.100, 0.187]],
  "nbo_charge": [-0.660, 0.306, -0.331, -0.250, -0.062, 0.921, -0.386, -0.408, -0.336, 0.781, -0.577, -0.635, -0.348, 0.783, -0.589, -0.619, -0.422, 0.236, 0.235, 0.227, 0.237, 0.231, 0.206, 0.241, 0.242, 0.230, 0.262, 0.254, 0.239, -0.511, -0.479, 0.102, -0.309, 0.333, -0.216, -0.023, -0.240, -0.107, -0.228, -0.118, 0.269, 0.294, 0.283, 0.267, 0.247, 0.255, 0.223, 0.246, 0.240, 0.241, 0.226],
  "max_force_ev_per_a": 2.0,
  "mol_weight_g_mol": 380.23,
  "e_tot_ev": -34550.1213,
  "homo_energy_ev": -10.2,
  "charge": 1,
  "homo_lumo_gap_ev": 4.71,
  "lumo_ev": -5.5
}

---

Record 3
{
  "formula": "C21H23ClFFeN5O9",
  "method": "ωB97M-V/def2-TZVPD",
  "species": ["Fe", "C", "C", "N", "C", "C", "C", "O", "O", "C", "O", "C", "C", "C", "F", "C", "C", "C", "N", "C", "C", "N", "C", "C", "H", "H", "H", "H", "H", "H", "H", "H", "H", "H", "H", "H", "H", "H", "H", "H", "H", "H", "C", "N", "C", "C", "C", "O", "N", "C", "O", "H", "H", "H", "H", "H", "O", "Cl", "O", "O", "O"],
  "xyz": [[-0.330, -0.092, -4.339], [-1.937, -4.122, 1.388], [-3.044, -3.111, 1.098], [-2.633, -2.100, 0.134], [-2.871, -2.342, -1.193], [-2.474, -1.534, -2.197], [-2.710, -1.957, -3.649], [-3.680, -2.665, -3.883], [-1.807, -1.571, -4.460], [-1.784, -0.316, -1.894], [-1.521, 0.549, -2.738], [-1.401, -0.132, -0.501], [-0.583, 0.946, -0.168], [-0.280, 1.184, 1.144], [0.454, 2.271, 1.472], [-0.717, 0.334, 2.159], [-1.490, -0.769, 1.822], [-1.858, -1.016, 0.495], [-0.359, 0.498, 3.531], [0.816, 1.276, 3.908], [1.214, 0.812, 5.340], [0.461, -0.452, 5.596], [-0.988, -0.151, 5.781], [-1.410, 0.666, 4.523], [-2.264, -4.826, 2.154], [-1.027, -3.625, 1.727], [-1.697, -4.683, 0.485], [-3.375, -2.625, 2.016], [-3.907, -3.627, 0.681], [-3.426, -3.243, -1.420], [-0.157, 1.571, -0.954], [-1.784, -1.445, 2.614], [0.630, 2.352, 3.908], [1.617, 1.077, 3.201], [0.928, 1.539, 6.097], [2.281, 0.618, 5.418], [0.854, -1.022, 6.339], [0.480, -0.926, 4.676], [-1.128, 0.408, 6.703], [-1.526, -1.095, 5.852], [-1.533, 1.722, 4.789], [-2.357, 0.308, 4.131], [3.994, 3.265, -2.427], [2.954, 2.921, -3.378], [3.177, 3.030, -4.712], [2.290, 2.603, -5.631], [1.126, 1.915, -5.140], [0.281, 1.349, -5.887], [0.922, 1.823, -3.815], [1.778, 2.306, -2.892], [1.578, 2.276, -1.679], [4.535, 4.147, -2.769], [4.689, 2.430, -2.308], [3.522, 3.464, -1.470], [4.114, 3.494, -4.991], [2.457, 2.697, -6.692], [3.250, -0.333, -3.398], [2.211, -1.290, -3.595], [2.699, -2.611, -3.382], [1.096, -1.032, -2.694], [1.653, -1.143, -4.926]],
  "forces_ev_per_angstrom": [[-0.084, 0.063, -0.059], [-0.107, 0.077, -0.018], [0.207, -0.181, 0.126], [-0.080, -0.111, -0.223], [0.008, 0.127, 0.176], [0.112, -0.058, -0.404], [0.039, -0.086, 0.356], [0.059, -0.008, -0.012], [0.558, 0.564, -0.322], [-0.153, -0.264, -0.024], [0.086, 0.291, 0.131], [-0.105, 0.078, 0.381], [-0.057, 0.006, -0.039], [-0.050, -0.032, -0.043], [0.042, 0.046, 0.064], [-0.087, -0.247, -0.100], [0.053, 0.046, 0.154], [0.065, 0.196, -0.071], [0.043, 0.147, 0.082], [-0.069, -0.168, -0.021], [0.113, 0.307, -0.217], [-0.036, 0.116, -0.176], [-0.403, 0.132, -0.161], [0.149, 0.006, 0.031], [0.022, -0.019, -0.004], [0.006, -0.011, 0.000], [0.042, 0.000, 0.009], [-0.073, 0.054, -0.043], [-0.051, 0.072, 0.003], [-0.023, 0.010, -0.025], [-0.062, 0.035, 0.062], [0.023, -0.035, -0.016], [0.021, 0.003, 0.049], [0.017, -0.030, 0.017], [-0.015, -0.086, 0.073], [-0.016, -0.057, 0.032], [0.009, -0.030, 0.008], [0.102, -0.211, 0.179], [0.105, -0.018, 0.032], [0.080, -0.039, -0.010], [-0.032, 0.006, 0.002], [0.000, -0.039, 0.029], [0.004, -0.061, 0.033], [-0.155, -0.159, 0.253], [-0.103, 0.018, -0.281], [0.056, 0.043, -0.078], [-0.054, 0.225, 0.070], [-0.057, -0.521, 0.151], [-0.213, -0.531, -0.001], [0.087, 0.219, -0.208], [0.160, -0.032, -0.031], [-0.014, -0.006, -0.025], [0.012, 0.029, 0.022], [0.026, 0.038, -0.002], [-0.002, 0.009, 0.018], [0.066, 0.001, 0.024], [0.157, 0.249, 0.100], [0.385, -0.379, 0.440], [0.052, -0.188, -0.119], [-0.537, 0.246, 0.413], [-0.329, 0.147, -0.789]],
  "lowdin_spin": [3.762, 0.000, 0.000, 0.003, 0.002, 0.002, 0.006, 0.005, 0.051, 0.007, 0.028, 0.001, 0.001, 0.000, 0.000, 0.001, 0.000, 0.001, 0.000, 0.000, 0.000, 0.000, 0.000, 0.000, 0.000, 0.000, 0.000, 0.000, 0.000, 0.000, 0.000, 0.000, 0.000, 0.000, 0.000, 0.000, 0.000, 0.000, 0.000, 0.000, 0.000, 0.000, 0.000, 0.001, 0.000, 0.001, 0.005, 0.035, 0.025, 0.005, 0.003, 0.000, 0.000, 0.000, 0.000, 0.000, 0.002, 0.003, 0.004, 0.024, 0.023],
  "max_force_ev_per_a": 0.9,
  "mol_weight_g_mol": 599.74,
  "e_tot_ev": -97648.8250,
  "homo_energy_ev": [-7.6, -7.3],
  "spin_multiplicity": 5,
  "homo_lumo_gap_ev": [5.93, 5.65],
  "lumo_ev": [-1.6, -1.6]
}